{
  "formula": "C5H6N",
  "method": "ωB97M-V/def2-TZVPD",
  "symbols": ["C", "C", "C", "C", "C", "N", "H", "H", "H", "H", "H", "H"],
  "positions_angstrom": [[-1.01031, -0.00008, 0.02879], [-1.22490, 1.33364, 0.05868], [2.34594, -1.27924, -0.29611], [0.01644, -1.64782, 0.30351], [-1.50564, 2.58983, 0.07065], [1.20631, -1.46838, 0.02761], [-1.79831, -0.67696, -0.21059], [2.63835, -1.28465, -1.31724], [3.13495, -1.28029, 0.38833], [-0.47935, -2.56165, 0.68685], [-1.89220, 3.01580, 1.06004], [-1.43128, 3.25982, -0.80051]],
  "nbo_charge": [-0.2450, 0.0610, 0.0520, 0.2448, -0.3729, -0.2512, 0.2156, 0.2378, 0.2389, 0.2816, 0.2697, 0.2677],
  "relative_energy_kj_mol": 589.54,
  "charge": 1,
  "multiplicity": 1
}


{
  "formula": "C90H205N7O16",
  "method": "ωB97M-V/def2-TZVPD",
  "symbols": ["C", "C", "C", "O", "H", "H", "H", "H", "H", "H", "H", "H", "C", "C", "C", "O", "H", "H", "H", "H", "H", "H", "H", "H", "C", "C", "C", "O", "H", "H", "H", "H", "H", "H", "H", "H", "C", "C", "C", "O", "H", "H", "H", "H", "H", "H", "H", "H", "C", "C", "C", "O", "H", "H", "H", "H", "H", "H", "H", "H", "C", "C", "C", "O", "H", "H", "H", "H", "H", "H", "H", "H", "C", "C", "C", "O", "H", "H", "H", "H", "H", "H", "H", "H", "C", "C", "C", "O", "H", "H", "H", "H", "H", "H", "H", "H", "C", "C", "C", "O", "H", "H", "H", "H", "H", "H", "H", "H", "C", "C", "C", "C", "C", "C", "N", "O", "C", "C", "C", "H", "H", "H", "H", "H", "H", "H", "H", "H", "H", "H", "H", "H", "H", "H", "H", "H", "H", "H", "C", "C", "C", "C", "C", "C", "N", "O", "C", "C", "C", "H", "H", "H", "H", "H", "H", "H", "H", "H", "H", "H", "H", "H", "H", "H", "H", "H", "H", "H", "C", "C", "C", "C", "C", "C", "N", "O", "C", "C", "C", "H", "H", "H", "H", "H", "H", "H", "H", "H", "H", "H", "H", "H", "H", "H", "H", "H", "H", "H", "C", "C", "C", "C", "C", "C", "N", "O", "C", "C", "C", "H", "H", "H", "H", "H", "H", "H", "H", "H", "H", "H", "H", "H", "H", "H", "H", "H", "H", "H", "C", "C", "C", "C", "C", "C", "N", "O", "C", "C", "C", "H", "H", "H", "H", "H", "H", "H", "H", "H", "H", "H", "H", "H", "H", "H", "H", "H", "H", "H", "C", "C", "C", "C", "C", "C", "N", "O", "C", "C", "C", "H", "H", "H", "H", "H", "H", "H", "H", "H", "H", "H", "H", "H", "H", "H", "H", "H", "H", "H", "C", "C", "C", "C", "C", "C", "N", "O", "C", "C", "C", "H", "H", "H", "H", "H", "H", "H", "H", "H", "H", "H", "H", "H", "H", "H", "H", "H", "H", "H"],
  "positions_angstrom": [[-2.47662, 4.45901, -0.70763], [-1.97626, 4.08662, -2.14737], [-2.82143, 4.85975, -3.14591], [-0.60758, 4.53598, -2.14769], [-3.54260, 4.23235, -0.68662], [-2.52913, 5.51477, -0.44169], [-1.97120, 3.97434, 0.12768], [-1.92584, 3.03763, -2.43922], [-2.82917, 5.86793, -2.73167], [-3.81183, 4.40574, -3.11280], [-2.41218, 4.86856, -4.15612], [-0.21544, 3.80712, -1.66131], [2.57463, 2.03898, -4.88999], [1.86292, 3.24308, -4.08697], [2.27624, 4.57762, -4.55573], [0.49286, 3.04129, -4.30936], [2.42992, 1.06251, -4.42778], [3.64600, 2.23715, -4.85858], [2.23984, 1.93957, -5.92253], [2.14810, 3.14293, -3.03972], [1.71273, 5.38005, -4.07966], [2.23719, 4.58870, -5.64496], [3.33607, 4.73744, -4.35741], [0.04895, 3.73049, -3.80981], [-0.94211, 6.27782, 2.41889], [-0.89122, 7.46156, 3.35053], [-1.55926, 7.05160, 4.66633], [0.45710, 7.81957, 3.44647], [-0.68110, 5.29680, 2.81585], [-0.07617, 6.24482, 1.75771], [-1.81730, 6.19528, 1.77442], [-1.40491, 8.33932, 2.95837], [-1.10175, 6.18680, 5.14687], [-2.61340, 6.82289, 4.50953], [-1.53964, 7.91753, 5.32805], [0.81197, 7.08968, 3.95924], [-3.08412, 1.51072, 4.06757], [-2.94569, 3.00994, 4.40361], [-4.00304, 4.07145, 3.71695], [-3.03294, 3.02409, 5.86738], [-2.06357, 1.14193, 3.96482], [-3.43800, 1.35591, 3.04831], [-3.72032, 1.02253, 4.80583], [-1.93472, 3.33001, 4.15137], [-5.03978, 4.08211, 4.05337], [-4.12968, 4.03826, 2.63483], [-3.61047, 5.03002, 4.05625], [-3.94086, 2.81714, 6.10076], [4.17830, 6.06459, -1.53411], [3.04801, 5.19864, -1.11355], [3.43991, 3.67180, -0.96861], [2.45156, 5.63395, 0.12416], [4.95405, 5.99434, -0.77163], [3.88872, 7.10928, -1.64761], [4.58377, 5.78367, -2.50611], [2.33554, 5.16506, -1.93778], [4.16235, 3.63775, -0.15312], [3.89923, 3.27427, -1.87364], [2.59016, 3.09371, -0.60552], [2.04308, 6.48563, -0.04726], [3.56790, 0.57597, 5.93241], [4.50971, -0.38407, 5.22370], [5.81431, 0.15723, 4.93863], [4.47849, -1.50078, 6.03523], [3.36302, 1.37391, 5.21868], [4.08116, 1.04820, 6.77006], [2.56250, 0.24359, 6.19088], [4.15173, -0.75997, 4.26523], [6.10394, 0.89582, 5.68608], [5.84460, 0.71058, 4.00002], [6.56380, -0.62741, 5.04204], [5.12494, -1.41212, 6.73939], [1.40360, 3.56807, 4.39651], [2.19290, 4.04619, 3.24417], [3.47685, 3.34819, 3.07058], [1.49114, 3.89391, 2.01797], [1.91315, 3.37617, 5.34078], [0.90970, 2.62963, 4.14454], [0.60541, 4.28554, 4.58682], [2.43240, 5.10572, 3.33444], [3.46262, 2.27805, 2.86398], [4.16011, 3.53884, 3.89818], [4.09965, 3.77129, 2.28241], [1.96108, 4.30465, 1.28856], [1.13931, 0.24496, -0.95138], [0.26630, 0.88875, 0.18614], [0.87196, 0.53214, 1.53804], [0.11621, 2.26196, -0.00438], [0.63333, 0.25456, -1.91677], [1.34138, -0.80929, -0.76213], [2.04153, 0.83744, -1.10327], [-0.68654, 0.37502, 0.05857], [0.13939, 0.65472, 2.33579], [1.74775, 1.16807, 1.66716], [1.27294, -0.48105, 1.56560], [0.16581, 2.63561, 0.87853], [-1.29259, 3.29717, -7.39165], [-1.78003, 1.91176, -7.13350], [-0.84587, 0.80020, -7.58614], [-1.91054, 1.81671, -5.74014], [-1.39944, 3.42483, -8.46887], [-0.29494, 3.48634, -6.99541], [-1.89177, 4.11790, -6.99734], [-2.78990, 1.85058, -7.53911], [-0.83279, 0.86196, -8.67431], [-1.18950, -0.17565, -7.24298], [0.17257, 1.01653, -7.26353], [-1.00463, 2.00624, -5.48515], [5.70409, -3.60208, -2.68033], [6.44481, -2.23995, -2.51661], [5.68088, -1.21464, -3.32146], [4.48693, -0.54469, -2.63465], [4.99605, -0.00443, -1.28002], [5.55045, -1.10261, -0.32704], [6.60490, -1.84130, -1.07124], [7.29122, -2.73459, -0.29390], [6.14399, -0.36698, 0.91109], [4.35368, -2.01004, 0.15315], [7.80418, -2.44396, -3.22782], [6.26505, -4.42819, -2.24333], [5.57009, -3.76986, -3.74897], [4.72527, -3.67113, -2.20573], [6.34466, -0.41328, -3.64600], [5.24555, -1.55731, -4.26016], [3.68738, -1.27323, -2.50029], [4.07936, 0.23625, -3.27662], [4.37938, 0.73387, -0.76747], [5.85537, 0.63522, -1.48129], [5.49406, 0.35316, 1.40817], [6.56077, -0.94525, 1.73571], [6.94857, 0.25659, 0.52134], [3.67104, -2.36333, -0.61969], [4.74861, -2.87806, 0.68102], [3.78889, -1.50018, 0.93363], [8.37475, -1.52085, -3.12581], [7.72879, -2.69787, -4.28514], [8.40097, -3.20076, -2.71869], [7.86806, -2.06317, 0.07767], [4.03812, -6.49436, 5.02266], [2.92596, -5.37219, 4.82476], [1.64514, -6.08509, 4.36480], [0.33441, -5.36032, 4.52130], [0.19071, -4.90859, 5.97296], [1.36381, -4.08735, 6.56643], [2.63627, -4.74279, 6.10435], [3.71148, -4.11432, 6.76869], [1.19301, -2.63092, 6.08068], [1.20198, -4.04938, 8.11075], [3.30161, -4.33049, 3.77324], [4.21650, -7.18576, 4.19911], [3.80761, -7.02324, 5.94746], [5.05457, -6.10775, 5.09651], [1.75721, -6.06579, 3.28075], [1.65761, -7.12748, 4.68317], [-0.43284, -6.08598, 4.25141], [0.20704, -4.51145, 3.84952], [0.08619, -5.84869, 6.51461], [-0.80392, -4.47202, 6.06359], [1.98936, -2.03471, 6.52617], [1.38467, -2.57885, 5.00894], [0.22300, -2.15109, 6.21081], [1.99035, -3.47706, 8.59964], [0.21214, -3.68889, 8.39072], [1.35884, -5.08314, 8.41873], [4.23535, -3.79957, 3.95861], [2.56804, -3.53765, 3.62697], [3.38791, -4.82261, 2.80449], [3.77829, -3.26192, 6.33215], [-1.31299, 8.87473, -0.14939], [-0.01151, 8.87166, -1.02648], [-0.21835, 9.94640, -2.16517], [-0.21697, 11.38624, -1.68948], [1.16694, 11.62787, -1.00870], [1.60705, 10.56920, 0.04544], [1.22146, 9.20746, -0.23676], [1.57133, 8.29523, 0.73246], [3.24637, 10.59713, 0.01662], [1.03916, 11.14181, 1.40705], [0.20889, 7.53273, -1.71012], [-2.19956, 8.88482, -0.78341], [-1.45145, 9.72888, 0.51344], [-1.37312, 7.90675, 0.34811], [0.46532, 9.88489, -3.01187], [-1.18350, 9.69857, -2.60695], [-0.99990, 11.47025, -0.93579], [-0.36852, 12.15926, -2.44285], [1.20670, 12.59955, -0.51638], [1.82859, 11.65993, -1.87432], [3.77090, 10.41888, -0.92209], [3.64029, 11.59268, 0.22107], [3.61097, 9.87579, 0.74795], [-0.03008, 11.11297, 1.61683], [1.47624, 10.63887, 2.26967], [1.36071, 12.16878, 1.58040], [0.93288, 7.58335, -2.52337], [-0.78882, 7.41857, -2.13397], [0.37577, 6.68942, -1.03998], [0.88057, 8.41399, 1.38848], [-3.63042, -3.51429, 2.13017], [-4.62859, -3.57300, 3.31814], [-5.99965, -3.44956, 2.66839], [-7.19639, -3.86083, 3.57057], [-7.05340, -5.31954, 4.10431], [-5.57202, -5.58707, 4.74860], [-4.46767, -4.87816, 3.95721], [-3.22678, -5.24402, 4.36123], [-5.62024, -5.17764, 6.21621], [-5.41154, -7.12793, 4.63530], [-4.33309, -2.45074, 4.27603], [-3.89497, -2.85929, 1.30006], [-3.66171, -4.43146, 1.54201], [-2.58284, -3.56322, 2.42731], [-6.24823, -2.43156, 2.36848], [-6.00364, -4.01885, 1.73888], [-8.09694, -3.76371, 2.96421], [-7.42226, -3.08856, 4.30586], [-7.42393, -6.09118, 3.42950], [-7.76182, -5.44140, 4.92371], [-4.70176, -5.31216, 6.78752], [-5.82118, -4.10686, 6.18198], [-6.51353, -5.54610, 6.72057], [-4.43468, -7.41304, 5.02588], [-6.11236, -7.65239, 5.28484], [-5.64950, -7.45434, 3.62290], [-3.36179, -2.49849, 4.76836], [-5.11587, -2.47479, 5.03417], [-4.44905, -1.47768, 3.79873], [-2.91430, -5.85729, 3.69200], [-7.20613, 1.96070, -2.67104], [-7.03299, 0.44046, -2.67787], [-6.59264, 0.01649, -4.08348], [-5.02505, 0.29041, -4.48140], [-4.15475, -0.32130, -3.43393], [-4.54726, 0.02744, -2.00141], [-6.01669, -0.12968, -1.73602], [-6.37216, -0.03003, -0.41838], [-3.75579, -0.93036, -1.06627], [-4.00490, 1.44994, -1.68793], [-8.40258, -0.25526, -2.29296], [-6.39932, 2.55392, -3.10145], [-8.08969, 2.36088, -3.16829], [-7.29799, 2.26775, -1.62922], [-6.85135, -1.00362, -4.36726], [-7.10986, 0.65803, -4.79693], [-4.81889, -0.12667, -5.46712], [-4.83585, 1.36239, -4.53789], [-3.11752, -0.03445, -3.60705], [-4.35981, -1.37738, -3.60925], [-2.72692, -0.94433, -1.42590], [-4.22971, -1.91169, -1.04394], [-3.68432, -0.51739, -0.06006], [-4.46695, 1.79380, -0.76253], [-4.43354, 2.17345, -2.38141], [-2.92033, 1.55631, -1.66634], [-8.47870, -0.36513, -1.21119], [-9.26794, 0.26694, -2.70108], [-8.48271, -1.23918, -2.75513], [-6.46088, -0.95095, -0.16218], [1.58697, -9.36551, -1.81467], [1.45880, -8.33633, -0.65111], [2.60604, -7.28204, -0.82325], [2.36624, -5.98512, -0.02538], [1.07643, -5.36368, -0.55407], [-0.22247, -6.30872, -0.36673], [0.13243, -7.72226, -0.79136], [-0.95211, -8.63112, -0.89639], [-0.71153, -6.13698, 1.06985], [-1.25647, -5.60719, -1.30661], [1.55016, -8.98290, 0.69358], [1.04637, -10.30999, -1.75290], [2.63035, -9.67986, -1.78984], [1.42490, -9.04009, -2.84225], [3.59109, -7.68067, -0.58064], [2.66414, -6.99226, -1.87241], [3.20086, -5.28831, -0.10265], [2.24706, -6.24719, 1.02592], [1.10029, -5.07679, -1.60537], [0.86387, -4.41869, -0.05415], [-1.58518, -6.77830, 1.18634], [-0.01751, -6.62044, 1.75738], [-0.87256, -5.16008, 1.52574], [-0.69742, -5.49146, -2.23515], [-2.10755, -6.18462, -1.66762], [-1.62296, -4.65341, -0.92702], [1.08879, -8.41127, 1.49886], [2.60638, -8.99855, 0.96241], [1.05555, -9.93721, 0.87455], [-1.02478, -8.67492, -1.85263], [-1.05987, -6.45895, -5.06743], [-0.87806, -5.05129, -5.68359], [-2.20314, -4.22474, -5.55149], [-2.07040, -2.76226, -5.77829], [-1.05631, -2.23530, -4.80088], [0.35113, -2.81443, -4.88934], [0.20739, -4.31625, -4.99316], [1.39110, -5.07409, -5.00964], [1.21136, -2.30282, -6.07575], [1.12926, -2.56347, -3.54866], [-0.62413, -5.31270, -7.16001], [-1.19086, -6.34501, -3.99134], [-0.16901, -7.04583, -5.29111], [-1.90823, -7.01734, -5.46314], [-2.82930, -4.54265, -6.38513], [-2.68133, -4.29608, -4.57459], [-2.99655, -2.19026, -5.72222], [-1.85311, -2.48115, -6.80875], [-1.47366, -2.28254, -3.79505], [-1.05372, -1.16102, -4.98534], [1.41055, -1.23191, -6.11533], [2.18519, -2.79206, -6.05634], [0.74202, -2.55398, -7.02693], [0.55018, -2.74787, -2.64381], [2.15793, -2.92370, -3.53551], [1.38019, -1.50355, -3.58995], [-1.49823, -5.68631, -7.69337], [0.29043, -5.89348, -7.27985], [-0.38213, -4.34126, -7.59109], [1.25044, -5.66749, -4.26823]],
  "mulliken_charge": [-1.2539, 0.9099, -1.5888, -0.3244, 0.6572, 0.1650, 0.1064, 0.4960, 0.3616, 0.1526, 0.1754, -0.2633, -0.9827, 2.3661, -1.6242, 0.0703, -0.4308, 0.5788, 0.3987, -1.3616, 0.2478, 0.4364, 0.2751, -0.1285, -0.3738, 0.2431, -1.5242, -0.5554, 0.1407, 0.0754, 0.4537, 0.2699, 0.2598, 0.3124, 0.4350, 0.3533, -0.8373, 1.6826, -1.0512, -0.5961, 0.1193, 0.1002, 0.3849, -0.9081, 0.4210, 0.1774, 0.1547, 0.3782, -1.8977, 2.5848, -1.3308, -0.6763, 0.4029, 0.3596, 0.3621, -1.1387, 0.8920, 0.7451, -0.5846, -0.0848, -0.7940, 1.1415, -1.5035, -0.4357, -0.1155, 0.3325, 0.3552, -0.2805, 0.4294, 0.1768, 0.4207, 0.2041, -0.8246, 1.3773, -1.6453, 1.1926, 0.5227, 0.1172, -0.2324, 0.1771, -0.0511, 0.6192, 0.2463, -0.8788, -0.2525, 1.6566, -1.2553, 1.2762, 0.1012, 0.3361, -0.8687, -0.4456, 0.0381, 0.0454, 0.4326, -0.8717, -1.3293, 0.3142, -0.4700, 0.2276, 0.4683, 0.1226, 0.3336, 0.4181, 0.5152, -0.2160, 0.0244, -0.2060, -1.5202, 1.6870, -1.9007, 1.6967, -1.9466, 2.5748, 0.4815, -0.5206, -2.2395, -1.2848, -2.0376, 0.3577, 0.4431, 0.0890, 0.3579, 0.5414, -0.6423, -0.4060, 0.2102, 0.7072, 0.0409, 0.5510, 0.5602, -0.4185, 0.6178, 0.3367, 0.5114, 0.3459, 0.3813, 0.4080, -2.0819, 2.0447, -0.4340, -0.0295, -1.8455, 2.0437, 0.2765, -0.5451, -1.7527, -1.9676, -1.7724, 0.3129, 0.4986, 0.3725, -0.5989, 0.4992, 0.3564, 0.1566, 0.4298, 0.4653, 0.3111, 0.2786, 0.4013, 0.3019, 0.3495, 0.5188, 0.5352, 0.0725, 0.4649, 0.5055, -1.0653, 1.8676, -1.3683, -0.8219, -1.1886, 1.2590, 0.5060, -0.4100, -1.8524, -1.6592, -0.9870, 0.4592, 0.2807, -0.1390, 0.4112, 0.5511, 0.2885, 0.4410, 0.4683, 0.4020, 0.3845, 0.4400, 0.3273, 0.3031, 0.3719, 0.4944, 0.2921, 0.1445, -0.5358, 0.2195, -2.5428, 2.5890, -1.1092, -1.0225, -1.1172, 1.3530, 0.0610, -0.0125, -1.5756, -1.9881, -2.0306, 0.2436, 0.6673, 0.4201, 0.2789, 0.5186, 0.4683, 0.4109, 0.4114, 0.4082, 0.2863, 0.4268, 0.4193, 0.3508, 0.4123, 0.4634, 0.2566, 0.4418, 0.3618, 0.2453, -1.8086, 1.7219, -1.7206, -0.4524, -1.4396, 2.7032, 0.6670, -0.4857, -2.3037, -1.3769, -1.7510, 0.2164, 0.4897, 0.3875, 0.3095, 0.5119, 0.5489, 0.1105, 0.0283, 0.5448, 0.0710, 0.6423, 0.3287, 0.7952, -0.0561, -0.2617, 0.3597, 0.3823, 0.3539, 0.3526, -2.0897, 1.5819, -1.4467, 0.5315, -0.8671, 2.1310, 0.9048, -0.5304, -1.2821, -1.4789, -1.5034, 0.3646, 0.4829, 0.3013, 0.6163, 0.2371, 0.3268, -0.6308, -0.4301, 0.6559, 0.5787, -0.2549, 0.0061, 0.0641, 0.4654, 0.0590, 0.1363, 0.3597, 0.3749, 0.3358, -2.0221, 1.5115, -1.4910, -0.6072, -0.9968, 2.4368, 0.9100, -0.6067, -1.6707, -1.7081, -1.9302, 0.1929, 0.4910, 0.4091, 0.5210, 0.2543, 0.1701, 0.4305, 0.4877, -0.0850, 0.0405, 0.3947, 0.3293, 0.4169, 0.8276, -0.3400, 0.4126, 0.3182, 0.4278, 0.3398],
  "relative_energy_kj_mol": 592.07,
  "multiplicity": 1
}


Number 1: LUMO energy -5.48 eV, Kohn-Sham gap 8.62 eV. Number 2: LUMO energy 0.45 eV, Kohn-Sham gap 8.16 eV.